22
Properties=species:S:1:pos:R:3:forces:R:3:lowdin_charge:R:1 method="wB97M-V/def2-TZVPD" energy_ha=-366.91846 charge=-1 gap_ev=5.9910 mol_weight_g_mol=116.18 e_homo_ev=-2.110 smiles=CN[C@@H](C[O-])C(C)C
C -1.838 1.806 0.141 -1.81 -0.47 0.68 -0.20
N -1.087 0.706 0.710 2.32 0.21 0.08 -0.11
C -0.421 -0.135 -0.394 1.38 0.19 2.26 -0.27
C 0.317 0.699 -1.501 1.54 0.30 -1.55 -0.54
O 0.961 -0.122 -2.328 0.33 -1.45 -0.75 -0.38
C 0.628 -1.058 0.459 -0.43 0.20 -1.25 -0.39
C -0.145 -1.950 1.430 -0.51 -1.61 -2.79 -0.12
C 1.642 -0.146 1.164 -0.45 -0.38 -0.36 -0.11
H -1.268 2.502 -0.477 -0.05 0.45 0.50 0.06
H -2.562 2.206 0.929 1.38 0.31 -0.77 0.08
H -2.560 1.363 -0.537 -0.11 -0.20 -0.49 0.06
H -0.239 1.135 1.245 -2.14 -0.94 -1.32 0.10
H -1.068 -0.945 -0.803 -0.18 1.17 -0.13 0.12
H 1.209 1.392 -1.123 -1.95 -0.12 0.73 0.09
H -0.310 1.398 -2.192 -0.24 -0.42 1.62 0.09
H 1.128 -1.762 -0.260 -0.34 1.06 0.35 0.13
H -1.120 -2.298 0.923 1.60 -0.04 0.68 0.10
H -0.468 -1.539 2.296 -1.12 2.24 2.61 0.01
H 0.464 -2.760 1.837 0.05 -0.55 -0.67 0.06
H 2.475 -0.699 1.571 0.47 -0.44 -0.03 0.05
H 1.101 0.190 2.100 0.85 0.73 -1.12 0.08
H 2.036 0.550 0.352 -0.61 -0.26 1.72 0.08

=====

68
Properties=species:S:1:pos:R:3:forces:R:3:lowdin_charge:R:1 method="wB97M-V/def2-TZVPD" energy_ha=-2192.11632 charge=+3 gap_ev=3.9172 mol_weight_g_mol=846.69 e_homo_ev=-14.617
Os -0.396 -0.056 -0.375 -0.36 -2.26 -2.00 1.78
O 4.632 -1.397 4.178 -0.06 -0.12 -0.10 -0.03
C 3.938 -0.183 4.199 0.21 0.14 0.24 -0.19
C 2.890 -0.215 3.133 -0.04 -0.04 -0.13 -0.11
C 2.983 -1.121 2.078 0.00 0.05 0.21 0.07
C 2.033 -1.103 1.087 0.11 -0.02 -0.14 -0.04
N 0.988 -0.255 1.116 0.15 0.11 0.01 -0.07
C 0.857 0.607 2.158 -0.02 -0.06 0.06 -0.16
C 1.799 0.658 3.157 0.09 0.00 0.00 0.09
C -0.379 1.413 2.148 -0.05 -0.07 -0.06 -0.16
C -0.768 2.233 3.184 -0.01 0.13 0.06 0.10
C -1.992 2.896 3.134 0.14 0.01 -0.13 -0.12
C -2.398 3.819 4.239 -0.24 0.11 0.17 -0.19
O -1.264 4.150 4.992 0.13 -0.09 -0.04 -0.03
C -2.807 2.672 2.026 0.06 0.03 0.10 0.04
C -2.358 1.856 1.017 -0.08 0.00 -0.12 -0.09
N -1.161 1.246 1.054 0.08 0.36 -0.02 -0.08
H 5.334 -1.405 4.838 -0.02 0.06 -0.01 0.12
H 4.606 0.666 3.990 -0.08 0.04 -0.05 0.16
H 3.471 0.020 5.170 -0.06 -0.06 -0.03 0.15
H 3.802 -1.825 2.052 -0.03 -0.04 -0.06 0.14
H 2.091 -1.781 0.247 -0.06 0.05 -0.04 0.13
H 1.695 1.371 3.962 -0.01 -0.02 0.03 0.14
H -0.136 2.394 4.045 0.02 -0.02 -0.01 0.13
H -3.154 3.301 4.847 -0.01 0.00 -0.03 0.15
H -2.888 4.700 3.810 0.04 -0.01 -0.05 0.15
H -1.482 4.807 5.663 -0.04 -0.04 -0.01 0.12
H -3.771 3.155 1.930 -0.02 -0.03 0.01 0.14
H -2.971 1.675 0.145 0.07 0.04 -0.06 0.11
N -2.548 1.102 -3.802 0.05 0.14 -0.01 0.17
C -2.237 2.387 -3.419 0.01 -0.04 0.07 0.01
C -1.570 2.286 -2.239 0.04 0.12 0.08 -0.06
N -1.483 0.953 -1.905 0.44 0.15 0.81 -0.06
C -2.069 0.270 -2.868 -0.23 0.09 -0.43 -0.25
C -2.067 -1.150 -2.738 -0.22 -0.44 -0.21 -0.25
N -1.564 -1.666 -1.625 0.61 1.86 0.49 0.00
C -1.587 -3.028 -1.768 0.27 -0.16 0.44 -0.05
C -2.138 -3.326 -2.975 -0.01 -0.01 0.07 0.01
N -2.442 -2.128 -3.574 0.08 -0.08 0.11 0.17
H -3.045 0.857 -4.646 0.01 -0.01 0.00 0.19
H -2.511 3.250 -4.002 0.00 -0.02 -0.04 0.15
H -1.151 3.066 -1.628 0.04 -0.02 0.00 0.14
H -1.218 -3.693 -1.006 0.02 -0.02 -0.02 0.14
H -2.336 -4.276 -3.442 -0.03 0.01 -0.01 0.15
H -2.859 -2.030 -4.488 0.03 0.01 -0.01 0.19
C -3.019 -2.811 2.366 0.25 0.00 0.03 0.05
C -2.699 -1.822 1.290 -0.48 0.12 -0.12 -0.51
N -3.688 -1.461 0.481 0.12 0.07 -0.03 0.23
O -1.531 -1.376 1.181 1.07 0.58 -0.87 -0.08
H -4.061 -2.759 2.673 -0.01 0.02 -0.02 0.10
H -2.366 -2.650 3.219 -0.01 -0.01 0.01 0.11
H -2.821 -3.812 1.976 0.00 -0.01 0.02 0.11
H -4.611 -1.856 0.574 -0.01 0.02 0.08 0.14
H -3.511 -0.834 -0.285 -0.02 -0.03 -0.01 0.09
I 6.416 -1.237 -6.054 -0.22 0.03 0.12 0.99
C 4.801 -0.880 -4.785 0.31 -0.05 -0.18 -0.71
C 4.210 -1.943 -4.104 -0.07 0.07 0.00 -0.12
C 3.167 -1.695 -3.236 -0.02 -0.15 0.03 -0.01
C 2.721 -0.387 -3.027 0.00 0.05 0.01 -0.15
C 3.309 0.669 -3.727 0.02 0.11 0.12 0.00
C 4.343 0.424 -4.608 -0.12 0.05 0.03 -0.12
C 1.652 -0.128 -2.076 0.69 -0.25 -0.55 -0.56
O 1.405 1.012 -1.597 -2.14 0.06 1.49 0.02
O 0.899 -1.082 -1.676 -0.48 -0.56 0.73 -0.15
H 4.567 -2.952 -4.256 0.01 0.00 0.01 0.11
H 2.706 -2.518 -2.705 0.00 0.01 0.01 0.12
H 2.957 1.681 -3.568 0.02 0.01 -0.02 0.13
H 4.789 1.243 -5.153 0.05 -0.03 0.00 0.11

=====

11
Properties=species:S:1:pos:R:3:forces:R:3:lowdin_charge:R:1 method="wB97M-V/def2-TZVPD" energy_ha=-571.82862 gap_ev="8.1231 / 8.2947" mol_weight_g_mol=100.06 e_homo_ev="-8.293 / -8.347" smiles="C1=C2OP2CC1"
C -1.202 -0.558 0.032 0.32 3.38 -2.31 -0.03
C -1.248 0.809 -0.690 -0.52 -3.53 1.77 -0.42
O -1.141 1.997 -0.060 -0.87 0.95 0.42 -0.30
P 0.297 1.602 -0.893 1.83 -0.42 0.57 1.00
C 1.057 0.258 0.360 -0.35 1.81 -0.79 -0.32
C 0.212 -0.946 -0.063 1.65 0.32 0.21 -0.33
H -2.011 -1.226 0.176 -0.67 -0.29 0.31 0.07
H 0.774 0.535 1.340 -0.14 0.72 1.25 0.05
H 2.164 0.208 0.312 -0.70 -0.34 -0.28 0.08
H 0.504 -1.772 0.568 -0.04 -0.85 -0.43 0.11
H 0.594 -0.907 -1.082 -0.49 -1.77 -0.73 0.09

=====

39
Properties=species:S:1:pos:R:3:forces:R:3:lowdin_charge:R:1 method="wB97M-V/def2-TZVPD" energy_ha=-1261.93759 gap_ev=7.4673 mol_weight_g_mol=307.42 e_homo_ev=-7.707 smiles="Cc1cccc(N(C)C(=S)Oc2ccc3ccccc3c2)c1"
C -3.907 -2.696 -1.261 3.02 -3.00 1.49 -0.09
C -3.491 -1.630 -0.355 -0.86 1.23 3.73 -0.08
C -4.040 -1.903 1.161 9.93 14.21 -7.50 0.10
C -3.694 -0.875 1.963 2.49 0.39 -8.70 -0.05
C -2.992 0.199 1.347 -0.33 3.77 9.26 -0.04
C -2.654 0.508 0.130 1.38 5.93 0.86 -0.26
N -2.140 1.943 -0.266 2.97 -9.62 2.93 -0.13
C -2.978 2.802 -0.803 -1.23 6.22 3.69 -0.10
C -0.846 1.912 -0.461 1.35 -4.32 2.38 -0.87
S 0.103 2.962 -0.987 3.56 5.86 -3.30 0.90
O -0.141 0.745 0.041 -3.94 -0.77 -0.99 -0.08
C 1.204 0.585 0.048 -1.55 7.87 8.09 -0.33
C 1.798 1.523 1.244 3.40 -3.50 -4.92 0.09
C 3.202 1.478 1.318 -5.32 0.89 1.31 -0.07
C 3.845 0.480 0.740 6.15 -8.70 -6.69 -0.09
C 5.310 0.250 0.672 -5.73 7.03 6.77 -0.10
C 6.031 -0.660 0.211 5.27 -6.40 -7.53 -0.15
C 5.508 -1.477 -0.847 -4.82 -0.02 2.93 0.01
C 4.017 -1.540 -0.896 6.99 -1.61 -2.07 -0.06
C 3.336 -0.666 -0.250 -6.80 8.83 6.11 -0.11
C 1.839 -0.402 -0.366 4.94 -6.25 -5.07 0.02
C -2.861 -0.359 -0.789 -3.36 -7.90 -1.11 0.02
H -3.031 -3.267 -1.734 -1.20 0.38 0.99 0.12
H -4.313 -2.247 -2.015 -2.39 2.71 -5.11 0.01
H -4.731 -3.331 -0.944 0.53 -0.37 0.66 0.09
H -4.458 -2.661 1.205 -7.17 -12.69 1.61 -0.03
H -3.935 -0.901 2.860 -1.86 0.44 8.37 0.02
H -2.727 1.106 2.197 -0.73 -2.50 -2.44 0.19
H -2.298 3.715 -0.951 -1.74 -0.81 -0.63 0.10
H -3.609 2.986 0.138 -0.19 0.84 -1.60 0.14
H -3.608 2.458 -1.512 -1.62 -0.87 -2.95 0.07
H 1.280 2.391 1.349 -1.65 2.15 1.28 0.03
H 3.797 2.056 1.933 0.84 1.77 1.22 0.10
H 5.868 0.749 1.436 0.15 1.45 0.49 0.11
H 7.164 -0.637 0.202 -1.44 -0.01 0.87 0.13
H 5.896 -2.374 -1.193 1.65 -1.06 -1.08 0.06
H 3.579 -2.197 -1.581 -0.75 -1.00 -0.79 0.10
H 1.403 -0.922 -1.219 -0.44 -0.52 0.31 0.13
H -2.724 -0.103 -1.765 0.51 -0.02 -2.88 0.11